1.
A cluster of 3 separate species, C3H9NO3 in total, computed with ωB97M-V with the def2-TZVPD basis set.

Structure (XYZ):
```
16
Properties=species:S:1:pos:R:3:forces:R:3:mulliken_charge:R:1
O -1.389 0.913 0.979 -0.70 -0.10 0.94 -0.4114
C -1.869 0.138 0.139 1.43 -0.01 -1.57 0.6836
N -3.062 -0.452 0.200 -0.02 0.09 1.01 -0.4960
C 1.411 0.133 1.365 -0.19 -1.41 -0.37 -0.4770
O 2.041 -0.947 0.683 -0.79 1.09 0.67 -0.4696
C -1.050 -0.100 -1.111 -0.51 -0.24 0.41 -0.6156
H -3.405 -0.441 1.172 -0.03 0.26 -0.20 0.2937
H 2.104 0.609 2.062 -0.03 0.19 0.09 0.2881
H 1.054 0.874 0.643 0.17 0.39 -0.17 0.2580
H 0.543 -0.264 1.901 0.12 0.04 0.43 0.2034
H -0.633 0.790 -1.567 -0.14 0.10 0.00 0.2754
H -1.724 -0.667 -1.751 0.29 -0.03 -0.34 0.3167
H -0.191 -0.675 -0.749 -0.10 -0.12 -0.33 0.1364
H 2.414 0.328 -2.211 -0.32 -0.08 0.35 0.2189
H 2.028 -0.583 -0.236 0.61 -0.07 -0.82 0.4729
O 1.728 0.345 -1.517 0.20 -0.09 -0.09 -0.6775
```
Positions in Å, forces in eV/Å.

Output
Gap between HOMO and LUMO: 0.133 Ha
HOMO: -9.39 eV
LUMO energy: -5.8 eV
Relative energy (zero: lowest compared OMol25 entry of this formula, charge and spin): 9.288 eV
Calculated total energy: -399.880152 Eh

2.
A cluster of 3 separate species, C3H9NO3 in total, computed with ωB97M-V with the def2-TZVPD basis set.

Structure (XYZ):
```
16
Properties=species:S:1:pos:R:3:forces:R:3:mulliken_charge:R:1
C 0.764 -1.154 1.156 0.02 0.00 0.00 -0.5895
C -0.086 -0.703 -0.033 0.62 -0.41 -0.62 0.3229
O 1.301 -2.445 0.900 -0.10 0.27 -0.07 -0.5168
O 0.559 -0.598 -1.128 -0.34 -0.26 1.06 -0.6917
H 1.769 -2.395 0.056 -0.04 0.01 0.05 0.3248
H 0.158 -1.250 2.058 0.02 0.00 -0.03 0.3350
H 1.559 -0.417 1.330 -0.04 -0.05 -0.01 0.3179
H -1.114 -1.084 -0.062 -0.03 0.18 -0.02 0.3363
C -0.580 1.187 0.783 0.17 0.09 0.44 -1.0339
N -0.710 1.160 -2.184 0.55 -0.03 -0.39 -0.0848
O -1.582 1.146 -1.285 -0.40 0.04 -0.05 -0.3762
H -0.253 2.066 -2.352 -0.18 -0.19 -0.04 0.2339
H -0.124 0.269 -2.196 -0.31 0.60 -0.12 0.3733
H -1.468 1.799 0.723 -0.03 -0.12 -0.15 0.3162
H 0.323 1.703 0.475 -0.01 -0.08 -0.05 0.3306
H -0.517 0.714 1.757 0.09 -0.06 0.00 0.4021
```
Positions in Å, forces in eV/Å.

Output
Gap between HOMO and LUMO (spin up / spin down): 0.268 / 0.340 Ha
HOMO (spin up / spin down): -8.75 / -9.15 eV
LUMO energy (spin up / spin down): -1.5 / 0.1 eV
Relative energy (zero: lowest compared OMol25 entry of this formula, charge and spin): 7.195 eV
Calculated total energy: -399.957064 Eh